(1)
81
Properties=species:S:1:pos:R:3:forces:R:3:mulliken_spin:R:1 method="wB97M-V/def2-TZVPD" orbital_gap_ev="6.93 / 6.09" s_squared=0.792 relative_energy_kj_mol=0.0 spin_multiplicity=2 lumo_ev="0.05 / 0.05"
Br -2.30235 0.16717 -6.15902 0.0 0.0 0.0 0.00
V 0.29058 -0.72834 1.13567 0.9 0.0 -0.6 1.05
S 0.79953 -1.60006 3.41346 -0.1 0.0 0.1 -0.01
S 2.96528 0.06250 1.39230 -0.1 0.1 0.2 0.00
S 2.29622 -3.04239 0.59359 0.0 0.0 0.0 0.00
O 0.07381 -1.67480 -1.83773 0.0 0.0 0.0 0.01
O 0.59956 0.66100 -0.91220 0.1 -0.2 -0.1 0.00
O -0.45982 -2.64130 0.86390 -0.2 0.2 0.0 0.00
O 0.34463 1.13960 1.79791 -0.2 -0.2 0.0 0.01
O -4.40246 -2.95841 -0.58100 0.0 0.0 0.0 0.00
N -2.35695 -1.55719 0.21445 0.0 0.1 0.0 0.01
N 0.57516 3.95593 -3.30157 0.0 0.0 0.0 0.00
N -0.00088 3.59093 -1.16705 0.1 0.0 0.0 0.00
N -1.65095 -0.43968 0.64388 -0.3 0.0 0.1 0.01
C -2.30448 -3.94379 0.09737 0.1 0.0 -0.1 -0.02
C -3.62734 -4.03215 -0.36906 0.0 0.0 0.0 0.00
C 3.93896 -2.33560 0.36393 0.0 0.0 0.0 0.00
C -0.36789 1.75644 -2.85522 0.0 0.1 0.0 -0.01
C -2.67211 3.04254 0.96253 0.0 0.0 0.0 -0.01
C 0.85271 5.08870 -2.55185 0.0 0.0 0.0 0.00
C 0.48905 4.88745 -1.21661 0.0 0.0 0.0 0.00
C -1.80610 1.93942 1.05843 -0.1 -0.1 0.0 0.01
C 0.64860 5.87273 -0.24812 0.0 0.0 0.0 0.00
C -0.55772 2.09466 1.71304 0.0 0.0 0.0 -0.02
C 2.37895 -0.88500 3.98820 0.0 0.0 0.0 0.00
C -1.37333 0.36369 -4.52065 0.0 0.0 0.0 0.00
C 0.05836 3.10984 -2.45766 0.0 0.0 0.0 0.00
C -1.03234 1.61741 -4.07917 0.0 0.0 0.0 0.00
C -2.11474 -6.35945 0.00727 0.0 0.0 0.0 0.00
C -1.65639 -2.64737 0.40022 -0.1 -0.1 0.2 0.01
C -1.57107 -5.11931 0.27352 0.0 0.0 0.0 0.00
C -1.04273 -0.78017 -3.80043 0.0 0.0 0.0 0.00
C 1.19577 7.07076 -0.66479 0.0 0.0 0.0 0.00
C -2.29121 0.67370 0.54525 0.0 0.0 0.0 -0.05
C -4.17549 -5.28951 -0.63540 0.0 0.0 0.0 0.00
C 2.85852 0.31540 3.18295 0.0 0.0 -0.1 0.00
C -1.14493 4.41079 2.17988 -0.1 -0.1 0.1 -0.02
C -0.36153 -0.64585 -2.60447 0.0 -0.1 0.0 -0.01
C 4.27628 -1.18909 1.31169 0.0 0.0 0.0 0.00
C -2.35845 4.27044 1.50396 0.0 0.0 0.0 0.01
C -3.42941 -6.43448 -0.45005 0.0 0.0 0.0 0.00
C -0.20080 -2.98891 -2.30860 0.0 0.0 0.0 0.00
C 1.57455 7.28310 -2.00003 0.0 0.0 0.0 0.00
C -0.26629 3.35291 2.27265 0.0 0.0 0.1 0.01
C 1.41026 6.30102 -2.95513 0.0 0.0 0.0 0.00
C -0.04944 0.62984 -2.11670 -0.1 0.0 0.0 0.00
C 2.41537 -3.67874 2.29476 0.0 0.0 0.0 0.00
C 1.22279 -3.34997 3.18888 0.0 0.0 -0.1 0.00
H -1.52965 -7.25781 0.14999 0.0 0.0 0.0 0.00
H -1.25548 2.50213 -4.65642 0.0 0.0 0.0 0.00
H -5.19631 -5.33191 -0.99136 0.0 0.0 0.0 0.00
H 4.45240 -1.56259 2.31943 0.0 0.0 0.0 0.00
H -3.28610 0.65280 0.10674 0.0 0.0 0.0 0.00
H 1.69615 6.45398 -3.98708 0.0 0.0 0.0 0.00
H -0.57718 3.21377 -0.42353 0.0 0.0 0.0 0.00
H -1.31195 -1.75206 -4.18258 0.0 0.0 0.0 0.00
H 2.23589 -0.57375 5.02319 0.0 0.0 0.0 0.00
H 2.15493 1.13961 3.27672 0.0 0.0 0.0 0.00
H 0.35789 5.70861 0.77917 0.1 0.0 -0.1 0.00
H 0.68466 3.46418 2.77964 0.0 0.0 0.0 0.00
H -0.88454 5.36108 2.63059 0.0 0.0 0.0 0.00
H -3.04365 5.10224 1.41855 0.0 0.0 0.0 0.00
H -3.86624 -2.16010 -0.34222 0.0 0.0 0.0 0.00
H 2.00136 8.23707 -2.28067 0.0 0.0 0.0 0.00
H 0.85428 1.56498 -0.67779 0.0 0.0 0.1 0.00
H 1.33676 7.86561 0.05614 0.0 0.0 0.0 0.00
H 3.92179 -1.97970 -0.66806 0.0 0.0 0.0 0.00
H -3.87358 -7.39853 -0.66432 0.0 0.0 0.0 0.00
H -0.55026 -5.02869 0.62336 0.0 0.0 0.0 0.00
H 0.27412 -3.15419 -3.27900 0.0 0.0 0.0 0.00
H -1.27666 -3.15967 -2.38660 0.0 0.0 0.0 0.00
H -3.61957 2.90173 0.45432 0.0 0.0 0.0 0.00
H 3.12208 -1.68134 3.99782 0.0 0.0 0.0 0.00
H 0.30874 -3.76159 2.76253 0.0 0.0 0.0 0.00
H 3.34167 -3.30212 2.72595 0.0 0.0 0.0 0.00
H 3.83007 0.63952 3.55977 0.0 0.0 0.0 0.00
H 1.37649 -3.79775 4.17136 0.0 0.0 0.0 0.00
H 4.70819 -3.10694 0.42716 0.0 0.0 0.0 0.00
H 2.51083 -4.76483 2.25501 0.0 0.0 0.0 0.00
H 5.19757 -0.70662 0.98399 0.0 0.0 0.0 0.00
H 0.21750 -3.66358 -1.56896 0.0 0.0 0.0 0.00

=====

(2)
79
Properties=species:S:1:pos:R:3:forces:R:3:lowdin_charge:R:1 method="wB97M-V/def2-TZVPD" orbital_gap_ev=6.05 charge=+1 lumo_ev=-4.80
I -1.37320 3.21539 -2.69443 0.0 0.0 0.1 1.27
S 1.94480 2.78473 -4.75772 0.2 0.0 -1.1 0.55
S -3.45062 -2.79294 -0.90272 -0.3 -0.5 -0.4 0.93
F -0.84990 -1.93990 -2.06975 0.7 -1.0 -0.1 0.17
O 3.13888 3.04018 -5.49133 0.0 -0.1 0.3 -0.24
O 2.17367 3.14289 -3.22847 -0.1 -0.1 0.3 -0.20
O -3.59364 2.12131 2.01730 -1.0 -0.2 -0.5 0.24
O -6.07819 -0.28311 -1.44641 -0.3 0.0 0.0 0.25
O -5.18655 -0.35119 0.64074 0.2 0.2 0.4 -0.01
O 0.71656 3.39743 -5.13905 0.0 0.1 0.2 -0.33
N -5.52448 0.96064 1.16878 0.1 0.2 -0.3 0.15
N -1.21477 0.23972 -2.32203 -0.1 -0.1 0.0 0.03
C -3.65066 -7.04870 3.60106 0.0 0.0 0.0 -0.12
C -3.75596 -0.06425 -1.29032 0.5 -0.1 0.1 -0.09
C 3.42626 6.99193 -1.76445 0.0 0.0 0.0 -0.10
C -0.55781 -5.86595 2.25409 0.0 0.0 0.0 -0.09
C -0.01705 -5.23822 3.36798 0.0 0.0 0.0 -0.08
C -4.54043 -9.01784 2.54699 0.0 0.0 0.0 -0.09
C -4.34816 -9.73210 3.72132 0.0 0.0 0.0 -0.09
C 0.17281 0.31988 -2.84105 0.5 0.6 -0.2 -0.13
C -3.30271 1.18426 -1.69123 0.0 -0.2 0.0 -0.04
C 2.70616 3.48534 0.17143 -0.1 -0.1 -0.1 -0.11
C -5.14127 -0.23650 -0.73356 -0.2 0.1 -0.4 -0.47
C 3.51055 3.88403 2.39841 0.0 0.0 0.0 -0.08
C -0.74638 -5.15205 1.07950 0.0 0.0 0.0 -0.09
C 0.28986 0.57995 -4.34868 0.0 -0.6 -0.1 -0.19
C 5.18977 7.82202 -0.35683 0.0 0.0 0.0 -0.09
C 4.53389 6.75876 -0.96073 0.0 -0.1 0.0 -0.11
C 0.33910 -3.89801 3.30911 0.0 0.0 0.0 -0.09
C 2.84079 4.32540 1.26659 0.0 0.1 0.0 -0.09
C -4.19425 -7.67516 2.48796 0.0 0.0 0.0 -0.10
C -0.39500 -3.80994 1.02305 0.0 0.1 0.0 -0.13
C 3.90024 1.75626 1.34512 0.0 0.0 0.0 -0.09
C 3.23349 2.20117 0.21154 0.0 0.0 0.0 -0.11
C 2.97274 8.28847 -1.96362 0.0 0.0 0.0 -0.10
C -1.67264 -0.96593 -1.92093 -0.6 0.6 -0.1 -0.28
C 4.73931 9.11898 -0.56024 0.0 0.0 0.0 -0.09
C -3.80749 -9.10501 4.83515 0.0 0.0 0.0 -0.09
C 1.71354 1.02018 -4.69559 -0.2 0.0 0.4 -0.21
C -2.92388 -1.18290 -1.39762 -0.2 0.4 0.6 -0.42
C -2.02525 1.32552 -2.19988 -0.1 0.3 0.1 -0.61
C 3.63071 9.35211 -1.36215 0.0 0.0 0.0 -0.09
C 4.03993 2.60049 2.43730 0.0 0.0 0.0 -0.08
C -4.50380 1.55597 1.57045 0.9 -0.2 0.6 -0.23
C -3.45596 -7.76367 4.77445 0.0 0.0 0.0 -0.10
C 0.14910 -3.18155 2.13568 0.0 0.0 0.0 -0.10
H -3.13840 -2.75631 0.40042 0.2 0.3 0.1 -0.08
H 4.88621 5.74672 -0.80453 0.0 0.0 0.0 0.10
H -0.54350 -3.25323 0.10604 0.1 0.0 0.0 0.06
H -3.66027 -9.66202 5.75106 0.0 0.0 0.0 0.10
H -0.45999 1.26910 -4.72548 0.1 0.2 0.0 0.08
H 3.62271 4.54135 3.25017 0.0 0.0 0.0 0.11
H -0.83429 -6.91072 2.30297 0.0 0.0 0.0 0.11
H -3.37656 -6.00218 3.55389 0.0 0.0 0.0 0.09
H -4.62043 -10.77817 3.76870 0.0 0.0 0.0 0.10
H 2.10868 8.47105 -2.58946 0.0 0.0 0.0 0.10
H 5.25332 9.94919 -0.09415 0.0 0.0 0.0 0.10
H 0.13428 -0.37161 -4.85769 -0.2 0.0 -0.1 0.13
H 2.42864 5.32529 1.23298 0.0 0.0 0.0 0.11
H -4.34905 -7.11682 1.57291 0.0 0.0 0.0 0.10
H 2.39950 0.64875 -3.93279 0.2 -0.1 -0.2 0.11
H 6.05174 7.64013 0.27166 0.0 0.0 0.0 0.10
H 4.56439 2.25862 3.31951 0.0 0.0 0.0 0.11
H 4.31208 0.75596 1.37740 0.0 0.0 0.0 0.10
H 2.91655 6.16182 -2.23943 0.0 0.0 0.0 0.09
H 2.04667 0.65223 -5.66049 -0.1 0.0 -0.1 0.12
H -3.93342 2.05482 -1.59626 0.0 0.0 -0.1 0.12
H 2.18750 3.83499 -0.71352 0.0 0.0 0.0 0.08
H 0.42637 -2.13538 2.09051 0.0 0.0 0.0 0.10
H 0.12676 -5.79606 4.28385 0.0 0.0 0.0 0.11
H 0.76459 -3.41222 4.17722 0.0 0.0 0.0 0.10
H 0.68724 1.09609 -2.27373 -0.2 0.1 0.1 0.10
H 3.12753 1.53901 -0.64273 0.0 0.0 0.0 0.08
H 3.28025 10.36359 -1.51968 0.0 0.0 0.0 0.10
H -3.03081 -7.27567 5.64210 0.0 0.0 0.0 0.10
H -4.96096 -9.50792 1.67859 0.0 0.0 0.0 0.10
H 3.01677 2.75296 -2.94518 0.2 0.3 0.1 0.10
H 0.67956 -0.60948 -2.61949 -0.1 -0.1 0.2 0.14
H -1.16579 -5.64197 0.20943 0.0 0.0 0.0 0.10

=====

| no. | strongest force on any atom (eV/Å) |
| --- | --- |
| 1 | 1.059 |
| 2 | 1.249 |